Entry 1:
{"formula": "C90H69MoN8OP2Si", "method": "ωB97M-V/def2-TZVPD", "total_charge": 1, "homo_lumo_gap_ev": [5.48, 5.44], "spin_multiplicity": 1, "elements": ["Mo", "C", "C", "C", "C", "C", "C", "C", "C", "C", "C", "C", "C", "C", "C", "C", "C", "C", "C", "C", "N", "C", "C", "C", "C", "C", "C", "C", "C", "C", "C", "C", "C", "N", "C", "C", "C", "C", "C", "N", "C", "C", "C", "C", "C", "C", "C", "C", "N", "H", "H", "H", "H", "H", "H", "H", "H", "H", "H", "H", "H", "H", "H", "H", "H", "H", "H", "H", "H", "H", "H", "H", "H", "H", "H", "H", "H", "N", "P", "C", "C", "C", "C", "C", "C", "C", "C", "C", "C", "C", "C", "P", "C", "C", "C", "C", "C", "C", "C", "C", "C", "C", "C", "C", "H", "H", "H", "H", "H", "H", "H", "H", "H", "H", "H", "H", "H", "H", "H", "H", "H", "H", "H", "H", "H", "N", "C", "C", "N", "C", "C", "N", "H", "H", "H", "H", "H", "O", "Si", "C", "C", "C", "C", "C", "C", "C", "C", "C", "C", "C", "C", "C", "C", "C", "C", "C", "C", "H", "H", "H", "H", "H", "H", "H", "H", "H", "H", "H", "H", "H", "H", "H"], "xyz": [[-0.30520, -0.45162, -1.38379], [2.25590, 2.77908, -8.06489], [2.72290, 1.53178, -7.68099], [2.22530, 0.91988, -6.54569], [1.25270, 1.54898, -5.76799], [0.79980, 2.80788, -6.15669], [1.29020, 3.41108, -7.29999], [0.75950, 0.90368, -4.53649], [1.72250, 0.49788, -3.60229], [3.07650, 0.89558, -3.67259], [3.69150, 0.42778, -2.54419], [2.72110, -0.29932, -1.82129], [3.06810, -1.27112, -0.86399], [4.50380, -1.42102, -0.53609], [5.14900, -0.47442, 0.24991], [6.48790, -0.62122, 0.56761], [7.21000, -1.69352, 0.07121], [6.58580, -2.61322, -0.75439], [5.24020, -2.48582, -1.04659], [2.15760, -2.23502, -0.48879], [0.78950, -2.15662, -0.66909], [0.31780, -3.38212, -0.22449], [-0.98660, -3.80652, -0.26089], [-1.34370, -5.16842, 0.21101], [-1.64890, -5.41502, 1.54421], [-2.06540, -6.67512, 1.94021], [-2.16130, -7.70152, 1.01421], [-1.83430, -7.46662, -0.31179], [-1.43010, -6.20562, -0.71269], [-2.02630, -3.02822, -0.78469], [-3.36960, -3.46372, -0.82529], [-4.08690, -2.46992, -1.42949], [-3.16650, -1.44682, -1.77449], [-1.89150, -1.78862, -1.35359], [-3.49340, -0.41052, -2.66249], [-2.52800, 0.27038, -3.38849], [-2.80370, 0.98918, -4.59679], [-1.61700, 1.23908, -5.19259], [-0.59730, 0.75988, -4.31209], [-1.16560, 0.17878, -3.19649], [-4.93330, -0.28382, -2.98229], [-5.42850, -0.47122, -4.27009], [-6.78960, -0.44702, -4.51319], [-7.68350, -0.24652, -3.47549], [-7.20560, -0.07582, -2.18749], [-5.84510, -0.10072, -1.94399], [1.39110, -4.21002, 0.23561], [2.52820, -3.49692, 0.08811], [1.49000, -0.21922, -2.43639], [2.64800, 3.26118, -8.94729], [3.48280, 1.03988, -8.26879], [2.58780, -0.05642, -6.25919], [0.08180, 3.32808, -5.54129], [0.92070, 4.38408, -7.58969], [3.50720, 1.47278, -4.46589], [4.71550, 0.55078, -2.25559], [4.59360, 0.38968, 0.59031], [6.96940, 0.10748, 1.20141], [8.25550, -1.80372, 0.31901], [7.15070, -3.42792, -1.18049], [4.75220, -3.19482, -1.69739], [-1.57550, -4.61632, 2.26861], [-2.32570, -6.84832, 2.97431], [-2.48650, -8.68492, 1.31901], [-1.90500, -8.26322, -1.03749], [-1.19010, -6.01192, -1.74839], [-3.72310, -4.41772, -0.48119], [-5.13320, -2.48402, -1.66349], [-3.77590, 1.25818, -4.95029], [-1.44080, 1.71188, -6.13669], [-4.74780, -0.68592, -5.07789], [-7.15510, -0.60662, -5.51579], [-8.74520, -0.25322, -3.66499], [-7.89340, 0.06498, -1.36699], [-5.46940, 0.01258, -0.93939], [1.27540, -5.20462, 0.61761], [3.53380, -3.79332, 0.30621], [2.38520, -0.14432, 2.40981], [2.54380, -1.86702, 2.49011], [4.28920, -1.92352, 3.08191], [4.99190, -3.08842, 2.79401], [6.31890, -3.22892, 3.15511], [6.95580, -2.20722, 3.83881], [6.25470, -1.05772, 4.16591], [4.93090, -0.91192, 3.78901], [1.75210, -2.26222, 4.10071], [1.11850, -3.50022, 4.14201], [0.49760, -3.93322, 5.29731], [0.50790, -3.12862, 6.42581], [1.14940, -1.89972, 6.39041], [1.76800, -1.45912, 5.23231], [1.36940, 0.81118, 1.36501], [0.09000, 1.20918, 2.63881], [0.27280, 2.08498, 3.63501], [-0.65710, 2.22898, 4.73361], [-1.73720, 1.45588, 4.84451], [-2.03530, 0.41908, 3.82781], [-1.18700, 0.43218, 2.53461], [2.46660, 2.29658, 1.54491], [2.57700, 3.23408, 0.52641], [3.33210, 4.38508, 0.69251], [4.00420, 4.61248, 1.88051], [3.94500, 3.66468, 2.89011], [3.18470, 2.52188, 2.72481], [3.33340, 0.18658, 2.24841], [4.48840, -3.89592, 2.28351], [6.85340, -4.13482, 2.90481], [7.99090, -2.31362, 4.12851], [6.74240, -0.27002, 4.72291], [4.40890, -0.00752, 4.06571], [1.11650, -4.11152, 3.24701], [0.01060, -4.89662, 5.31841], [0.01900, -3.45502, 7.33151], [1.16110, -1.27272, 7.26981], [2.25130, -0.49312, 5.20011], [1.14300, 2.72158, 3.66501], [-0.40900, 2.96598, 5.48111], [-2.40680, 1.52708, 5.68881], [-3.10680, 0.37918, 3.62241], [-1.71740, 0.71888, 1.61531], [2.07730, 3.06688, -0.41359], [3.38140, 5.10618, -0.11199], [4.57440, 5.51728, 2.02471], [4.48330, 3.81858, 3.81581], [3.14490, 1.81098, 3.53651], [-3.85220, -3.67092, 4.08861], [-3.05210, -2.64012, 3.72191], [-2.87240, -2.42362, 2.26991], [-1.91790, -1.76162, 1.76731], [-1.01480, -1.08982, 2.65761], [-1.48000, -1.00592, 4.13301], [-2.38990, -1.99422, 4.60881], [-4.56380, -4.01682, 3.46791], [-3.96760, -3.81122, 5.07771], [-3.56380, -2.91372, 1.59101], [-0.00510, -1.47812, 2.46881], [-0.64530, -0.94472, 4.83561], [-1.21950, 1.03428, -0.68089], [-1.82640, 2.55528, -0.71339], [-3.59010, 2.72468, -1.42619], [-3.74560, 3.10028, -2.76109], [-4.99290, 3.33168, -3.31089], [-6.12960, 3.20318, -2.53339], [-6.00020, 2.84578, -1.20319], [-4.74750, 2.61088, -0.66139], [-0.68430, 3.51108, -1.89969], [-1.02770, 4.75518, -2.42279], [-0.14170, 5.46918, -3.20789], [1.12690, 4.96848, -3.45159], [1.48680, 3.73168, -2.94469], [0.57500, 3.01048, -2.19319], [-1.65000, 3.48698, 0.94871], [-0.60530, 4.40158, 1.07941], [-0.47070, 5.19708, 2.20161], [-1.38360, 5.09888, 3.23671], [-2.42240, 4.18998, 3.13591], [-2.54880, 3.39628, 2.00961], [-2.87570, 3.21968, -3.38919], [-5.07550, 3.62998, -4.34669], [-7.10480, 3.38278, -2.95989], [-6.87830, 2.74928, -0.58149], [-4.67930, 2.32818, 0.37761], [-2.00250, 5.16678, -2.21329], [-0.44160, 6.41898, -3.62609], [1.83490, 5.53458, -4.03629], [2.47240, 3.33378, -3.13799], [0.83860, 2.03248, -1.78849], [0.11360, 4.50748, 0.28071], [0.34420, 5.90438, 2.25421], [-1.28460, 5.72418, 4.11191], [-3.14350, 4.10728, 3.93561], [-3.36270, 2.68888, 1.97401]]}

=====

Entry 2:
{"formula": "C90H75F15", "method": "ωB97M-V/def2-TZVPD", "total_charge": 0, "homo_lumo_gap_ev": 9.53, "spin_multiplicity": 1, "relative_energy_kj_mol": 215.97, "elements": ["F", "C", "C", "C", "C", "C", "C", "H", "H", "H", "H", "H", "F", "C", "C", "C", "C", "C", "C", "H", "H", "H", "H", "H", "F", "C", "C", "C", "C", "C", "C", "H", "H", "H", "H", "H", "F", "C", "C", "C", "C", "C", "C", "H", "H", "H", "H", "H", "F", "C", "C", "C", "C", "C", "C", "H", "H", "H", "H", "H", "F", "C", "C", "C", "C", "C", "C", "H", "H", "H", "H", "H", "F", "C", "C", "C", "C", "C", "C", "H", "H", "H", "H", "H", "F", "C", "C", "C", "C", "C", "C", "H", "H", "H", "H", "H", "F", "C", "C", "C", "C", "C", "C", "H", "H", "H", "H", "H", "F", "C", "C", "C", "C", "C", "C", "H", "H", "H", "H", "H", "F", "C", "C", "C", "C", "C", "C", "H", "H", "H", "H", "H", "F", "C", "C", "C", "C", "C", "C", "H", "H", "H", "H", "H", "F", "C", "C", "C", "C", "C", "C", "H", "H", "H", "H", "H", "F", "C", "C", "C", "C", "C", "C", "H", "H", "H", "H", "H", "F", "C", "C", "C", "C", "C", "C", "H", "H", "H", "H", "H"], "xyz": [[-0.55728, -0.65605, -4.93840], [-0.71864, 0.64829, -4.93045], [0.08687, 1.48050, -5.70584], [-0.08881, 2.85348, -5.67009], [-1.08127, 3.49152, -4.92317], [-1.87276, 2.63157, -4.18460], [-1.75919, 1.26315, -4.17877], [0.96907, 1.08833, -6.19254], [0.44411, 3.44846, -6.39710], [-1.11152, 4.54549, -4.86657], [-2.60428, 3.08614, -3.57061], [-2.39355, 0.67615, -3.50596], [-3.87619, -5.35216, 0.66934], [-3.03256, -4.87210, 1.58578], [-2.38927, -5.69290, 2.43879], [-1.43766, -5.14459, 3.31301], [-1.16886, -3.82284, 3.24347], [-1.74718, -3.01413, 2.26116], [-2.71382, -3.51016, 1.41543], [-2.71080, -6.75093, 2.48220], [-0.89551, -5.74014, 4.04939], [-0.40159, -3.47685, 3.91861], [-1.37930, -1.99515, 2.23805], [-3.21715, -2.90631, 0.66747], [1.78120, 5.73767, 2.22813], [2.93485, 5.34613, 1.57023], [3.04566, 5.65532, 0.20110], [4.04405, 5.03864, -0.48774], [5.14092, 4.39877, 0.10902], [5.03601, 4.15689, 1.45778], [3.96430, 4.61969, 2.22172], [2.20750, 6.11615, -0.31894], [4.06013, 5.12715, -1.56093], [6.01324, 4.19582, -0.45535], [5.92859, 3.74385, 1.89547], [3.83058, 4.32308, 3.25928], [-0.36892, 0.74585, 3.38207], [-1.61980, 0.42038, 3.88599], [-2.72998, 0.97173, 3.22547], [-3.92591, 0.65907, 3.83267], [-4.08093, 0.03358, 5.04434], [-2.97776, -0.49924, 5.57490], [-1.68421, -0.32671, 5.03483], [-2.53856, 1.57987, 2.32157], [-4.83877, 1.05271, 3.36179], [-5.09170, -0.12117, 5.42542], [-3.08681, -1.07373, 6.50621], [-0.81781, -0.84611, 5.39338], [0.54462, -7.31226, -3.73955], [1.14196, -6.09133, -3.89672], [2.46749, -6.08583, -4.33140], [3.20282, -4.89269, -4.35590], [2.53850, -3.65636, -4.03324], [1.19919, -3.71234, -3.61095], [0.48095, -4.94073, -3.54832], [2.91052, -7.07602, -4.59866], [4.22643, -4.88355, -4.68287], [3.00802, -2.71761, -4.07720], [0.68631, -2.72926, -3.43471], [-0.52584, -5.06594, -3.20402], [-7.96864, -5.38399, 1.72456], [-7.05800, -4.76671, 2.50058], [-6.62759, -5.47230, 3.62981], [-5.78005, -4.77182, 4.48390], [-5.26034, -3.53496, 4.17349], [-5.57248, -3.01783, 2.93372], [-6.50043, -3.57853, 2.07309], [-6.91951, -6.48038, 3.95242], [-5.57991, -5.21833, 5.41925], [-4.47727, -3.04694, 4.78186], [-5.09015, -2.09182, 2.69505], [-6.86195, -3.05076, 1.13329], [6.04126, 0.88897, 1.93756], [5.11589, 0.76930, 2.97850], [5.61369, 1.02539, 4.23949], [4.73769, 0.90180, 5.29524], [3.45605, 0.48563, 5.09602], [2.98931, 0.21420, 3.83814], [3.89325, 0.29873, 2.75959], [6.67775, 1.36635, 4.32121], [5.07674, 1.13618, 6.33723], [2.70826, 0.40726, 5.86513], [1.91938, -0.04509, 3.63933], [3.55593, 0.13605, 1.74870], [-2.63889, 5.03465, 2.89615], [-1.83642, 4.41350, 3.78437], [-0.51526, 4.25149, 3.54532], [0.22112, 3.65389, 4.57800], [-0.30977, 3.19190, 5.76598], [-1.65128, 3.54694, 5.95794], [-2.40802, 4.10730, 4.96918], [-0.08547, 4.66253, 2.65850], [1.28551, 3.54311, 4.43371], [0.28154, 2.87417, 6.58048], [-2.11485, 3.42240, 6.96139], [-3.47053, 4.34161, 5.12798], [-0.29996, 7.75143, -3.11500], [-0.76324, 6.91380, -2.12154], [-1.69749, 7.36547, -1.19392], [-2.24347, 6.48661, -0.27287], [-1.81953, 5.17276, -0.31366], [-0.77476, 4.76416, -1.12239], [-0.28598, 5.61351, -2.05906], [-2.06370, 8.38009, -1.25007], [-3.06154, 6.79432, 0.41366], [-2.38109, 4.44394, 0.23677], [-0.45269, 3.70014, -1.18170], [0.44561, 5.36973, -2.80093], [-4.88093, -0.48844, -4.64249], [-4.37914, -1.51945, -3.98343], [-4.98652, -1.95786, -2.85750], [-4.43053, -3.07403, -2.24810], [-3.30602, -3.73848, -2.73645], [-2.65892, -3.19935, -3.85609], [-3.25141, -2.12449, -4.50384], [-5.73524, -1.31569, -2.45728], [-4.83868, -3.34785, -1.26692], [-2.95198, -4.63948, -2.13852], [-1.81021, -3.67062, -4.31121], [-2.94177, -1.74756, -5.41994], [-0.65648, -0.37952, -1.86555], [0.18839, 0.45412, -1.17464], [1.12424, 1.21967, -1.84863], [2.07003, 1.89537, -1.13084], [2.10462, 1.84920, 0.25352], [1.14559, 1.06570, 0.94373], [0.24597, 0.39178, 0.20313], [1.19286, 1.28331, -2.94976], [2.72198, 2.54079, -1.67434], [2.88694, 2.48629, 0.78696], [1.02712, 1.10530, 1.99990], [-0.42287, -0.29586, 0.67397], [1.09607, -2.62694, 1.02920], [1.18257, -3.94320, 0.55172], [2.26095, -4.79612, 0.82876], [2.21974, -6.12904, 0.44034], [1.08631, -6.71188, -0.10562], [0.03239, -5.85016, -0.41364], [0.12826, -4.47752, -0.10154], [3.19224, -4.36425, 1.26021], [3.09533, -6.76537, 0.64715], [1.03409, -7.71898, -0.35186], [-0.88589, -6.20780, -0.89215], [-0.66540, -3.80536, -0.28176], [7.64104, -2.85887, -1.87236], [6.55527, -2.13927, -1.52896], [5.30986, -2.74968, -1.46955], [4.14316, -2.02028, -1.15836], [4.34776, -0.65317, -0.91148], [5.54104, -0.03989, -0.89568], [6.68870, -0.81200, -1.23932], [5.28857, -3.80690, -1.69679], [3.15932, -2.53702, -1.18162], [3.51957, -0.01854, -0.77934], [5.57250, 1.01384, -0.68622], [7.64432, -0.31641, -1.12111], [3.14833, 4.38773, -4.96074], [4.13471, 3.49451, -4.73339], [3.74821, 2.22416, -4.25580], [4.77274, 1.35821, -3.91686], [6.08214, 1.65698, -4.21176], [6.42035, 2.81995, -4.86360], [5.45297, 3.75039, -5.08226], [2.72083, 1.95103, -4.10481], [4.53388, 0.40579, -3.49288], [6.88892, 0.92103, -3.98414], [7.43228, 2.93711, -5.18333], [5.72878, 4.68435, -5.55776], [-4.94453, -1.36218, 0.22572], [-4.89263, -0.00053, 0.05665], [-5.90821, 0.84296, 0.44680], [-5.83801, 2.17836, 0.18796], [-4.74452, 2.69478, -0.53894], [-3.66328, 1.88821, -0.79190], [-3.77371, 0.50233, -0.50970], [-6.72019, 0.40457, 1.00696], [-6.64528, 2.87766, 0.37749], [-4.62046, 3.77491, -0.71345], [-2.79705, 2.24765, -1.32216], [-3.05955, -0.23807, -0.79275]]}